Record 1
C25H31FeN7O4PS2 | ωB97M-V/def2-TZVPD

Geometry as XYZ:
```
71
Properties=species:S:1:pos:R:3:forces:R:3
Fe 0.010 -0.422 0.595 0.033 1.757 1.924
N 1.630 -1.441 4.164 0.091 -0.536 0.352
C 0.903 -0.856 3.175 0.062 1.166 -0.712
S 1.739 0.179 2.045 0.592 0.331 0.442
N -0.382 -1.031 3.148 -0.831 -0.954 1.824
N -0.988 -0.225 2.255 -1.095 -0.637 -0.559
C -2.261 0.038 2.289 1.804 -1.224 0.749
C -2.717 1.229 1.659 -0.299 1.117 -1.188
C -3.919 1.819 2.087 0.588 -0.401 -0.037
C -4.232 3.121 1.775 -0.115 0.434 -0.163
C -3.332 3.885 1.036 -0.056 -0.208 0.108
C -2.181 3.305 0.534 0.131 0.085 0.027
C -1.879 1.958 0.755 -0.154 -0.626 0.059
O -0.832 1.392 0.139 0.145 0.095 0.069
H 2.622 -1.503 4.008 -0.059 0.006 -0.024
H 1.185 -2.203 4.651 -0.007 0.034 0.042
H -2.929 -0.544 2.919 0.075 0.223 0.431
H -4.572 1.243 2.730 -0.028 -0.059 0.061
H -5.155 3.560 2.126 -0.050 0.021 0.053
H -3.528 4.931 0.848 -0.045 0.053 -0.048
H -1.489 3.896 -0.053 -0.017 -0.054 -0.026
O -1.385 -1.246 -0.288 -0.045 -0.913 0.660
O -1.670 -0.454 -1.392 -0.191 1.141 -1.246
C -1.196 3.610 -3.424 -0.107 0.197 -0.165
N 0.159 3.110 -3.310 0.148 0.359 -0.333
C 0.447 2.262 -4.451 0.056 0.099 -0.288
N -0.500 1.175 -4.625 0.054 0.139 -0.457
C -1.842 1.727 -4.683 -0.124 0.091 -0.286
N -2.187 2.561 -3.549 -0.172 0.366 -0.467
C -2.296 1.774 -2.335 0.080 -0.369 0.442
P -0.700 0.867 -1.815 -1.414 0.857 -1.627
C 0.407 2.444 -2.057 -0.188 -0.602 0.529
C -0.375 0.200 -3.558 0.032 -0.219 0.301
H -1.250 4.234 -4.326 0.004 -0.003 0.103
H -1.430 4.230 -2.554 0.011 -0.027 -0.009
H 1.450 1.845 -4.337 0.008 0.013 -0.040
H 0.417 2.888 -5.353 0.042 -0.073 0.083
H -2.560 0.905 -4.741 0.029 0.018 -0.043
H -1.922 2.331 -5.598 0.003 -0.044 0.105
H -3.064 1.011 -2.500 0.122 0.086 0.132
H -2.652 2.434 -1.540 0.031 -0.222 -0.099
H 1.464 2.162 -2.032 -0.067 -0.030 0.111
H 0.226 3.155 -1.250 0.004 -0.161 0.117
H -1.106 -0.595 -3.742 0.101 0.031 0.124
H 0.624 -0.247 -3.634 -0.131 0.012 0.039
S 3.306 -0.677 -2.183 0.774 -0.155 -0.346
C 1.898 -0.291 -1.607 -2.000 0.328 1.164
N 0.823 -0.038 -1.126 2.187 -0.822 -1.230
C 3.651 -7.486 -2.002 0.010 0.046 0.030
C 3.234 -6.218 -1.315 -0.184 0.321 0.036
C 3.933 -5.716 -0.224 0.085 -0.264 -0.232
C 3.560 -4.550 0.412 -0.604 0.523 0.091
C 4.368 -4.109 1.599 0.009 -0.015 0.019
C 2.406 -3.839 -0.024 0.310 -1.831 -0.986
C 1.952 -2.732 0.751 -2.760 2.065 1.460
O 0.771 -2.269 0.818 3.165 -2.041 -1.191
C 1.718 -4.319 -1.172 0.024 0.549 0.350
C 0.601 -3.544 -1.797 -0.177 -0.086 0.149
C 2.142 -5.486 -1.775 0.297 -0.375 -0.065
H 4.371 -8.040 -1.404 0.037 -0.037 0.025
H 4.111 -7.268 -2.967 0.005 0.004 -0.028
H 2.789 -8.126 -2.187 -0.026 -0.037 -0.023
H 4.794 -6.258 0.147 0.057 -0.042 0.019
H 5.167 -4.828 1.776 0.008 0.065 0.076
H 3.747 -4.050 2.492 0.066 0.031 0.106
H 4.816 -3.131 1.431 0.018 0.083 0.051
H 2.696 -2.280 1.425 -0.114 0.202 -0.257
H 1.018 -2.716 -2.374 0.004 0.040 -0.026
H -0.067 -3.112 -1.056 -0.133 0.098 -0.098
H 0.035 -4.179 -2.476 -0.015 -0.011 -0.075
H 1.608 -5.843 -2.646 -0.095 -0.009 -0.087
```
Positions in Å, forces in eV/Å.

* 2S+1: 1
* gap between HOMO and LUMO (alpha / beta): 0.211 / 0.209 Ha
* lowest unoccupied orbital energy (alpha / beta): 1.95 / 1.96 eV
* total charge: -1

Results of the Löwdin charge analysis, in e, for atoms 1 through 8:
1. Fe 0.2181
2. N 0.0625
3. C -0.8586
4. S 0.6498
5. N -0.0033
6. N -0.1118
7. C -0.0437
8. C -0.1233


Record 2
C25H31N2O4PtSe | ωB97M-V/def2-TZVPD

Geometry as XYZ:
```
64
Properties=species:S:1:pos:R:3:forces:R:3
Pt -1.182 -1.134 -1.398 0.222 -0.118 0.151
C -0.012 -2.858 -0.560 -0.028 0.011 0.075
C -1.242 -3.488 -0.961 -0.109 0.011 -0.073
C -1.369 -3.359 -2.373 0.024 -0.112 -0.027
C -0.230 -2.656 -2.859 0.100 -0.053 0.061
C 0.619 -2.349 -1.732 0.052 0.049 -0.157
C 1.972 -1.718 -1.818 0.035 0.005 -0.016
C 0.093 -2.406 -4.294 -0.029 0.039 -0.040
C -2.447 -3.951 -3.218 -0.080 0.018 0.014
C -2.181 -4.216 -0.061 -0.038 0.031 0.051
C 0.531 -2.833 0.833 0.031 -0.026 0.001
H 2.275 -1.294 -0.861 -0.026 0.009 -0.007
H 1.987 -0.919 -2.559 0.007 -0.005 0.012
H 2.729 -2.452 -2.108 -0.023 -0.014 0.007
H -0.781 -2.070 -4.852 -0.006 -0.019 0.012
H 0.447 -3.326 -4.765 0.008 0.000 0.006
H 0.873 -1.655 -4.409 -0.010 0.003 0.026
H -2.650 -3.345 -4.101 0.024 0.011 0.004
H -3.379 -4.066 -2.664 0.015 -0.003 0.010
H -2.157 -4.946 -3.567 0.011 0.003 0.002
H -3.223 -4.015 -0.313 0.005 -0.002 -0.025
H -2.030 -3.943 0.982 0.004 0.006 -0.014
H -2.029 -5.296 -0.146 0.014 0.005 -0.005
H 1.349 -2.119 0.924 -0.028 0.015 0.005
H 0.917 -3.815 1.115 0.005 -0.004 -0.019
H -0.236 -2.560 1.557 -0.007 0.003 -0.015
C -4.459 -0.751 -2.816 -0.020 0.049 0.004
C -3.842 0.351 -2.037 0.117 -0.011 0.056
N -2.650 0.317 -1.456 -0.149 0.400 0.089
C -2.442 1.557 -0.863 0.118 -0.211 -0.035
C -3.535 2.335 -1.097 0.015 -0.008 -0.022
N -4.391 1.556 -1.831 -0.059 0.015 0.010
C -3.973 3.724 -0.762 -0.056 -0.069 -0.110
O -3.131 4.477 -0.099 0.033 0.116 0.063
O -5.066 4.076 -1.127 0.015 -0.003 0.028
C -1.178 1.861 -0.120 -0.295 -0.083 -0.036
O -0.995 3.006 0.323 -0.015 0.070 -0.026
O -0.376 0.890 0.000 0.078 -0.137 -0.044
H -4.121 -1.707 -2.422 0.014 -0.005 0.016
H -4.158 -0.689 -3.864 -0.006 0.005 0.001
H -5.545 -0.704 -2.765 0.008 0.001 -0.008
H -5.294 1.894 -2.137 -0.002 0.007 0.005
H -2.274 4.001 0.090 -0.005 -0.048 0.003
C 4.616 2.709 5.772 0.008 -0.002 -0.015
C 3.938 2.551 4.448 -0.116 -0.034 0.030
C 4.626 2.777 3.255 0.090 0.027 0.068
C 4.022 2.633 2.027 0.063 0.004 -0.258
C 4.793 2.893 0.763 0.027 -0.009 0.015
C 2.658 2.240 1.990 -0.341 -0.090 0.220
Se 1.853 1.998 0.347 0.196 0.098 0.137
C 1.925 2.025 3.200 -0.156 -0.068 -0.199
C 0.467 1.660 3.185 0.091 0.104 -0.066
C 2.587 2.178 4.393 0.188 0.082 0.062
H 5.655 3.009 5.660 -0.004 -0.001 -0.001
H 4.584 1.771 6.330 -0.005 0.004 -0.002
H 4.101 3.459 6.376 -0.005 -0.003 -0.004
H 5.666 3.077 3.297 -0.009 -0.005 -0.009
H 5.814 3.187 0.993 -0.003 0.001 -0.001
H 4.337 3.693 0.176 -0.009 0.009 0.020
H 4.836 2.005 0.129 -0.001 -0.005 0.026
H -0.098 2.362 2.569 -0.033 0.003 -0.014
H 0.059 1.682 4.194 0.023 -0.026 -0.006
H 0.305 0.666 2.767 0.032 -0.041 -0.034
H 2.047 2.020 5.319 0.000 0.001 -0.005
```
Positions in Å, forces in eV/Å.

* 2S+1: 5
* gap between HOMO and LUMO (alpha / beta): 0.286 / 0.235 Ha
* lowest unoccupied orbital energy (alpha / beta): -1.93 / -5.52 eV
* total charge: +1

Results of the Löwdin charge analysis, in e, for atoms 1 through 8:
1. Pt 1.1836
2. C -0.3165
3. C -0.2666
4. C -0.2783
5. C -0.2930
6. C -0.3379
7. C -0.0267
8. C -0.0186


Record 3
C25H31N3O4 | ωB97M-V/def2-TZVPD

Geometry as XYZ:
```
63
Properties=species:S:1:pos:R:3:forces:R:3
C -0.414 5.028 7.705 -0.377 -0.009 0.109
O 0.622 4.875 6.745 0.345 0.036 0.031
C 0.252 4.411 5.545 0.164 0.105 -0.236
O -0.887 4.144 5.264 -0.159 -0.015 0.043
C 1.448 4.306 4.613 0.061 0.042 -0.111
C 1.034 3.799 3.230 -0.239 -0.075 0.222
C 0.627 2.322 3.279 -0.244 0.322 -0.368
N 1.677 1.525 3.866 -0.108 -0.027 0.181
C 2.492 0.672 3.196 -0.088 -0.083 -0.011
O 3.511 0.225 3.693 0.311 -0.062 -0.049
C 2.052 0.259 1.830 -0.031 -0.237 -0.109
C 0.840 -0.386 1.625 0.302 0.141 0.056
C 0.476 -0.837 0.368 -0.174 -0.175 -0.287
C 1.329 -0.648 -0.716 0.182 0.155 0.154
O 1.095 -1.050 -1.990 0.263 0.078 0.061
C -0.136 -1.666 -2.341 -0.384 -0.189 -0.131
C 0.087 -2.341 -3.702 -0.014 0.200 0.028
C -0.345 -1.407 -4.833 0.258 0.005 0.093
N -1.765 -1.091 -4.801 -0.064 0.054 -0.033
C -2.589 -1.855 -5.727 0.081 0.116 -0.036
C -2.529 -3.346 -5.509 0.153 -0.023 -0.307
C -1.726 -4.167 -6.299 -0.103 -0.012 0.060
C -1.651 -5.517 -6.006 -0.038 -0.010 0.075
C -2.371 -6.008 -4.928 0.072 0.036 -0.072
C -3.145 -5.116 -4.204 0.032 -0.316 0.064
N -3.229 -3.827 -4.485 -0.305 0.245 0.088
C -2.315 -1.072 -3.452 -0.155 0.077 0.284
C -1.266 -0.628 -2.442 0.018 -0.142 0.012
C 2.556 -0.013 -0.505 -0.142 -0.073 -0.134
C 2.916 0.423 0.751 -0.122 -0.007 0.102
C 2.035 1.939 5.206 0.420 -0.036 0.236
C 2.522 3.386 5.210 -0.141 -0.082 0.074
H -1.192 5.690 7.321 0.054 -0.050 0.071
H -0.861 4.060 7.939 0.021 0.085 0.003
H 0.052 5.456 8.589 -0.009 -0.023 -0.045
H 1.858 5.319 4.530 -0.050 -0.058 0.038
H 0.193 4.384 2.857 0.028 0.022 -0.058
H 1.875 3.917 2.544 0.015 0.018 -0.025
H 0.415 1.970 2.269 -0.031 0.059 0.172
H -0.278 2.221 3.886 0.039 -0.035 -0.120
H 0.174 -0.552 2.459 -0.082 0.016 0.074
H -0.472 -1.339 0.253 -0.079 -0.041 -0.060
H -0.385 -2.437 -1.598 0.057 0.115 -0.057
H 1.145 -2.584 -3.800 0.002 -0.083 0.041
H -0.485 -3.268 -3.751 0.017 -0.041 0.017
H 0.215 -0.470 -4.746 0.109 -0.110 -0.094
H -0.100 -1.850 -5.800 0.028 0.068 -0.021
H -3.618 -1.512 -5.595 0.000 -0.063 -0.102
H -2.263 -1.613 -6.742 -0.089 -0.039 -0.003
H -1.179 -3.753 -7.133 0.039 0.064 -0.065
H -1.041 -6.176 -6.607 0.040 -0.040 -0.034
H -2.339 -7.053 -4.662 -0.013 -0.080 0.038
H -3.734 -5.443 -3.356 -0.017 -0.131 0.039
H -3.153 -0.366 -3.450 -0.030 -0.130 0.107
H -2.705 -2.059 -3.159 0.006 0.215 0.035
H -0.835 0.324 -2.758 0.050 0.053 0.038
H -1.739 -0.474 -1.471 0.011 0.068 -0.024
H 3.215 0.115 -1.349 0.075 0.019 -0.101
H 3.873 0.897 0.908 0.114 0.020 0.012
H 2.822 1.269 5.557 -0.184 0.094 0.029
H 1.154 1.835 5.849 0.013 -0.032 0.018
H 2.762 3.698 6.226 0.063 -0.004 -0.025
H 3.426 3.456 4.602 0.029 0.003 0.013
```
Positions in Å, forces in eV/Å.

* 2S+1: 1
* gap between HOMO and LUMO: 0.326 Ha
* SMILES: COC(=O)C1CCN(C(=O)c2ccc(OC3CCN(Cc4ccccn4)CC3)cc2)CC1
* lowest unoccupied orbital energy: 0.75 eV
* total charge: 0

Results of the Löwdin charge analysis, in e, for atoms 1 through 8:
1. C -0.0435
2. O -0.0384
3. C -0.4816
4. O 0.1198
5. C -0.2172
6. C -0.1105
7. C -0.1366
8. N -0.0426


Record 4
C25H31N3O4S | ωB97M-V/def2-TZVPD

Geometry as XYZ:
```
64
Properties=species:S:1:pos:R:3:forces:R:3
C -0.954 2.850 -1.771 -0.106 -0.119 0.245
O -0.305 3.450 -2.869 0.204 0.123 -0.352
C 0.675 2.769 -3.509 0.113 0.035 -0.082
C 1.269 3.439 -4.583 -0.102 0.003 0.086
C 2.279 2.842 -5.303 -0.109 0.078 0.050
C 2.720 1.571 -4.969 0.025 -0.220 0.086
C 2.137 0.893 -3.911 0.173 0.109 -0.155
C 2.608 -0.487 -3.548 0.059 -0.286 -0.121
N 3.047 -0.542 -2.164 -0.022 0.269 -0.233
C 3.211 -1.712 -1.523 0.301 0.552 0.317
O 3.074 -2.791 -2.054 -0.078 -0.394 -0.108
C 3.616 -1.559 -0.039 0.072 -0.727 0.010
C 3.462 -2.887 0.700 0.135 0.149 -0.201
N 2.848 -0.511 0.588 0.015 0.079 -0.097
C 3.351 0.484 1.383 0.035 0.427 0.281
C 2.353 1.298 1.821 0.258 0.020 0.057
C 1.143 0.790 1.275 -0.087 -0.422 -0.280
C -0.190 1.200 1.323 0.076 -0.027 0.009
C -1.114 0.465 0.620 -0.654 0.387 0.028
S -2.820 1.015 0.583 -0.218 -0.081 0.006
O -2.848 2.386 1.006 0.227 -0.076 0.280
O -3.337 0.687 -0.716 0.106 -0.284 0.082
N -3.684 0.137 1.688 0.344 0.673 -0.818
C -3.561 0.502 3.076 0.403 0.404 0.501
C -2.368 -0.147 3.790 -0.184 -0.111 0.119
C -2.639 -1.544 4.357 -0.017 0.040 -0.074
C -3.482 -2.462 3.465 0.248 -0.045 -0.005
C -3.218 -2.315 1.965 -0.298 0.048 0.140
C -4.067 -1.204 1.336 0.076 -0.560 -0.394
C -0.770 -0.662 -0.125 0.093 -0.181 -0.136
C 0.538 -1.093 -0.187 -0.114 -0.073 -0.023
C 1.493 -0.356 0.510 -0.486 0.364 0.258
C 1.116 1.491 -3.178 -0.235 0.144 0.138
H -1.489 1.941 -2.055 0.057 0.002 -0.040
H -1.675 3.579 -1.408 0.026 -0.050 0.000
H -0.246 2.622 -0.968 0.009 0.008 -0.062
H 0.912 4.427 -4.826 -0.042 0.131 -0.029
H 2.730 3.368 -6.131 0.033 0.066 -0.071
H 3.512 1.106 -5.536 0.097 -0.069 -0.040
H 1.803 -1.220 -3.672 0.107 0.056 -0.026
H 3.433 -0.792 -4.202 -0.174 0.019 -0.004
H 3.171 0.336 -1.686 -0.023 -0.098 0.114
H 4.671 -1.255 -0.022 -0.193 0.030 -0.020
H 3.974 -3.668 0.145 0.002 -0.081 0.009
H 2.412 -3.155 0.776 -0.081 -0.059 0.004
H 3.883 -2.816 1.700 0.013 0.049 0.072
H 4.406 0.538 1.575 0.182 -0.020 0.015
H 2.455 2.158 2.451 0.104 0.172 0.131
H -0.504 2.076 1.866 0.015 0.154 0.081
H -4.495 0.254 3.588 -0.053 0.058 -0.069
H -3.443 1.587 3.074 -0.145 -0.087 0.260
H -1.535 -0.188 3.087 0.009 0.029 0.102
H -2.060 0.500 4.614 0.076 0.050 -0.029
H -1.673 -2.017 4.550 -0.019 -0.025 0.083
H -3.148 -1.449 5.319 0.067 -0.023 0.070
H -3.287 -3.493 3.767 -0.107 0.006 0.031
H -4.542 -2.273 3.645 -0.076 -0.068 0.022
H -2.159 -2.133 1.779 0.071 -0.053 -0.083
H -3.487 -3.248 1.465 0.044 0.001 -0.057
H -4.013 -1.246 0.248 -0.183 -0.197 0.077
H -5.115 -1.351 1.627 0.064 0.020 -0.058
H -1.547 -1.168 -0.674 -0.028 -0.142 -0.135
H 0.806 -1.960 -0.769 -0.021 -0.124 -0.088
H 0.664 0.946 -2.362 -0.087 -0.055 0.128
```
Positions in Å, forces in eV/Å.

* 2S+1: 1
* gap between HOMO and LUMO: 0.330 Ha
* SMILES: COc1cccc(CNC(=O)[C@H](C)n2ccc3cc(S(=O)(=O)N4CCCCCC4)ccc32)c1
* lowest unoccupied orbital energy: 0.55 eV
* total charge: 0

Results of the Löwdin charge analysis, in e, for atoms 1 through 8:
1. C -0.0719
2. O -0.0678
3. C -0.2642
4. C -0.0062
5. C -0.0771
6. C -0.0556
7. C -0.2159
8. C -0.1190


In kcal/mol, the energy relative to the best compared isomer or geometry (same formula, charge and spin) values for the records above are, in order, 71.2, 1.7, 57.8, 37.2.